The following is a DFT calculation (ωB97M-V/def2-TZVPD) of a cluster of 12 separate species, C5H35N2O13 in total in a non-equilibrium geometry.

XYZ file:
```
55
Properties=species:S:1:pos:R:3
O -0.213 0.455 2.183
C 0.065 0.022 0.859
C 1.307 0.903 0.386
C 1.738 0.597 -1.055
C 0.901 1.008 -2.177
C 0.676 0.301 -3.260
N 0.054 2.229 -1.967
N 2.243 0.504 1.436
H 0.257 -1.038 0.872
H 1.050 1.937 0.443
H 2.816 0.802 -1.131
H 1.904 -0.498 -1.129
H 0.999 -0.674 -3.591
H -0.084 0.514 -3.989
H 0.526 2.774 -1.228
H -0.883 1.945 -1.519
H 2.485 -0.471 1.379
H 0.600 0.678 2.656
H 3.179 0.891 1.657
H 4.298 -0.877 2.730
H 4.446 -0.986 1.306
O 4.866 -0.491 2.048
H 1.241 -2.906 1.683
H 0.994 -3.429 0.248
O 1.539 -2.800 0.778
H -4.604 0.723 1.079
H -3.362 -0.018 1.201
O -3.737 0.819 1.541
H -1.514 -4.163 -0.949
H -1.139 -3.230 0.283
O -0.836 -3.597 -0.573
H -2.372 0.447 -2.747
H -3.623 1.012 -3.605
O -2.870 1.224 -3.045
H 1.553 4.810 0.408
H 0.223 4.232 0.836
O 0.788 4.326 0.052
H -1.548 0.923 1.044
H -2.716 2.674 -1.950
O -1.160 0.442 0.243
H -2.495 -2.146 -1.656
H -1.568 -0.950 -1.711
O -2.373 -1.303 -2.112
H -0.050 2.751 -2.855
H -2.605 3.744 -0.751
O -2.125 3.164 -1.351
H -0.626 -3.761 2.557
H -1.280 -2.308 2.429
O -0.767 -2.998 1.974
H -3.426 -0.527 3.330
H -2.032 -0.502 4.066
O -2.641 -1.052 3.565
H 4.502 -2.456 -0.707
H 3.360 -2.014 0.195
O 4.038 -1.653 -0.408
```

energy relative to the best compared isomer or geometry (same formula, charge and spin)	0.347	eV
max |F|	3.302	eV/A
<S²>	0.75
Kohn-Sham gap (spin up / spin down)	2.18 / 9.78	eV
electronic energy	-35346.35950	eV
2S+1	2
E_HOMO (spin up / spin down)	-2.021 / -9.571	eV

The net atomic charges from Mulliken, expressed in e, are:
1. O 0.05
2. C -0.32
3. C 0.74
4. C -1.04
5. C 0.16
6. C -1.10
7. N -0.97
8. N -0.56
9. H -0.26
10. H 0.06
11. H 0.54
12. H 0.13
13. H 0.42
14. H 0.32
15. H 0.33
16. H 0.48
17. H -0.22
18. H 0.23
19. H 0.43
20. H 0.35
21. H 0.45
22. O -0.75
23. H 0.22
24. H 0.21
25. O -0.63
26. H 0.36
27. H 0.30
28. O -0.34
29. H 0.28
30. H 0.32
31. O -0.70
32. H 0.22
33. H 0.22
34. O -0.47
35. H 0.24
36. H 0.26
37. O -0.45
38. H 0.23
39. H 0.14
40. O -0.39
41. H 0.24
42. H 0.16
43. O -0.44
44. H 0.53
45. H 0.20
46. O -0.26
47. H 0.20
48. H 0.19
49. O -0.28
50. H 0.29
51. H 0.28
52. O -0.54
53. H 0.32
54. H 0.26
55. O -0.61